1.
A cluster of 7 separate species, C20H46Cl2N6O6 in total at a distorted geometry. Source: the OMol25 dataset; level of theory: the ωB97M-V functional and the def2-TZVPD basis.

HOMO energy, eV: -8.975
SMILES: CN(C)C=O.CN(C)C=O.CN(C)C=O.CN(C)C=O.CN(C)C=O.CN(C)C=O.ClCCCl
Gap between HOMO and LUMO, eV: 9.507
Molar mass, g/mol: 537.53
Energy above the lowest of the compared OMol25 structures with the same formula, charge and spin, kcal/mol: 13.3

Each line ends with the Löwdin charge.
Atoms and positions in Å:
Cl  0.937  1.200  1.020  0.60
C  -0.495  0.130  1.000  -0.62
C  -0.429  -1.049  0.064  -0.60
Cl  -0.213  -0.586  -1.641  0.65
H  -1.406  0.709  0.848  0.08
H  -0.631  -0.198  2.032  0.05
H  -1.347  -1.624  0.160  0.06
H  0.389  -1.724  0.307  0.05
C  -1.770  1.513  5.033  -0.34
O  -1.843  1.010  3.929  0.00
N  -1.175  0.906  6.083  -0.20
C  -0.617  -0.428  5.979  -0.04
C  -1.192  1.488  7.421  -0.06
H  -2.107  2.537  5.251  0.13
H  -0.326  -0.681  4.965  0.07
H  -1.283  -1.172  6.413  0.10
H  0.319  -0.407  6.549  0.09
H  -1.556  2.509  7.411  0.08
H  -1.709  0.827  8.117  0.09
H  -0.147  1.512  7.749  0.08
C  3.058  -0.002  -1.518  -0.41
O  3.312  -0.915  -0.753  -0.01
N  3.541  0.156  -2.760  -0.19
C  3.159  1.307  -3.557  -0.06
C  4.558  -0.733  -3.312  -0.03
H  2.415  0.840  -1.232  0.07
H  4.040  1.891  -3.824  0.09
H  2.414  1.926  -3.063  0.08
H  2.650  0.944  -4.458  0.08
H  4.446  -1.749  -2.947  0.09
H  4.407  -0.741  -4.389  0.09
H  5.535  -0.360  -3.011  0.09
C  0.952  -2.967  3.208  -0.37
O  -0.210  -3.078  3.537  0.01
N  1.560  -3.576  2.175  -0.19
C  2.970  -3.375  1.850  -0.04
C  0.874  -4.511  1.301  -0.06
H  1.663  -2.303  3.731  0.14
H  3.563  -3.348  2.766  0.09
H  3.110  -2.490  1.231  0.07
H  3.356  -4.261  1.347  0.09
H  1.285  -5.513  1.456  0.09
H  -0.185  -4.592  1.537  0.07
H  1.011  -4.261  0.249  0.08
C  -1.271  5.608  0.228  -0.36
O  -2.060  6.427  -0.201  0.01
N  -0.733  5.607  1.459  -0.19
C  -0.094  4.440  2.050  -0.07
C  -0.843  6.755  2.338  -0.06
H  -0.887  4.763  -0.375  0.14
H  0.963  4.395  1.770  0.08
H  -0.538  3.502  1.724  0.05
H  -0.165  4.469  3.134  0.08
H  -1.694  6.677  3.023  0.09
H  0.056  6.881  2.938  0.08
H  -1.035  7.656  1.757  0.09
C  -2.895  -2.598  -2.532  -0.37
O  -3.654  -1.692  -2.256  0.01
N  -2.491  -3.542  -1.647  -0.19
C  -1.811  -4.731  -2.112  -0.05
C  -3.098  -3.613  -0.342  -0.07
H  -2.450  -2.684  -3.534  0.12
H  -1.548  -4.577  -3.155  0.09
H  -2.403  -5.647  -2.023  0.09
H  -0.922  -4.925  -1.507  0.07
H  -4.001  -4.245  -0.369  0.10
H  -2.443  -4.156  0.342  0.08
H  -3.477  -2.712  0.130  0.09
C  -0.910  -0.354  -6.206  -0.34
O  -1.294  -1.247  -5.475  0.01
N  -0.573  0.880  -5.795  -0.19
C  -0.174  1.909  -6.736  -0.07
C  -0.730  1.315  -4.422  -0.06
H  -0.780  -0.429  -7.298  0.13
H  -0.366  1.664  -7.778  0.08
H  0.796  2.369  -6.552  0.08
H  -0.888  2.737  -6.591  0.09
H  0.194  1.724  -4.022  0.07
H  -1.483  2.110  -4.363  0.10
H  -1.180  0.506  -3.855  0.03

Cartesian forces, eV/Å:
Cl -0.14 -0.18 -0.17
C -0.76 -0.07 0.72
C 0.45 -0.19 0.30
Cl -0.12 0.00 0.00
H 0.30 0.33 -0.47
H 0.27 -0.31 -0.07
H -0.14 0.16 -0.15
H 0.15 0.18 0.02
C 0.62 -0.48 -0.09
O -0.21 0.21 -0.30
N -0.53 0.42 0.27
C 0.66 0.33 0.29
C 1.08 -0.54 -0.48
H -0.18 -0.01 0.08
H -0.50 0.01 -0.15
H -0.01 -0.13 -0.16
H -0.11 -0.21 0.15
H -0.33 -0.07 0.02
H -0.36 0.25 0.04
H -0.08 0.17 0.21
C 0.02 0.23 0.42
O 0.11 -0.17 -0.15
N -0.01 -0.06 -0.05
C -0.18 -0.58 -0.40
C -0.58 0.28 0.19
H -0.20 -0.09 0.09
H -0.11 0.13 -0.07
H 0.22 0.03 0.40
H 0.28 0.14 -0.16
H -0.15 0.05 0.20
H 0.39 0.00 -0.10
H 0.26 -0.09 -0.33
C 0.51 0.25 -0.13
O -0.30 -0.07 0.01
N 0.02 -0.55 -0.77
C 0.02 -0.09 0.60
C -0.17 -0.50 0.34
H -0.05 0.02 0.16
H -0.07 0.47 0.01
H 0.21 -0.01 -0.04
H -0.23 0.05 -0.28
H 0.10 -0.01 -0.08
H 0.00 0.37 0.07
H -0.02 0.22 -0.01
C -0.20 -0.23 -0.23
O 0.35 0.08 -0.03
N 0.31 0.23 1.19
C 0.45 -0.30 -0.70
C -0.78 0.38 -0.13
H -0.28 -0.07 -0.01
H 0.03 0.00 0.18
H -0.17 0.12 -0.07
H -0.11 0.15 0.03
H 0.03 -0.20 0.04
H 0.15 -0.08 -0.14
H 0.18 -0.07 -0.12
C -0.17 0.53 -0.06
O -0.05 0.01 0.10
N -0.06 -0.03 0.07
C 0.20 -0.02 0.26
C -0.92 -1.33 0.64
H 0.10 -0.14 0.01
H 0.20 -0.13 0.00
H -0.36 0.20 -0.10
H 0.17 0.19 -0.17
H 0.06 -0.02 -0.24
H 0.26 0.33 0.02
H 0.60 0.51 -0.51
C 0.02 -0.11 0.37
O 0.00 -0.09 -0.36
N 0.69 0.74 -0.24
C -1.57 1.10 0.29
C -1.00 0.09 -0.21
H -0.10 -0.39 -0.04
H 0.55 -0.56 0.02
H 0.34 -0.52 -0.09
H 0.18 0.05 0.07
H 0.15 -0.31 0.20
H 0.13 0.14 -0.22
H 0.53 -0.17 0.18

=====

2.
A structure of composition C20H46FN2O9S2 at a distorted geometry. Source: the OMol25 dataset; level of theory: the ωB97M-V functional and the def2-TZVPD basis.

HOMO energy, eV: -6.411
Gap between HOMO and LUMO, eV: 8.352
Molar mass, g/mol: 541.73
Charge: -1

Each line ends with the Löwdin charge.
Atoms and positions in Å:
C  -0.377  4.040  2.107  -0.08
C  -1.655  3.874  1.320  -0.22
C  -2.119  5.131  0.621  -0.42
F  -1.095  5.753  0.001  0.01
S  -2.923  6.351  1.717  0.52
O  -1.897  6.971  2.501  -0.32
O  -3.559  7.282  0.834  -0.32
N  -3.899  5.565  2.752  -0.30
S  -5.294  5.059  2.132  0.47
O  -6.090  6.026  1.469  -0.30
O  -5.987  4.385  3.193  -0.33
N  -4.937  3.827  0.949  0.04
C  -4.666  2.794  1.541  -0.43
O  -4.274  1.735  1.820  0.18
H  -0.222  3.134  2.681  0.07
H  -0.429  4.867  2.800  0.07
H  0.500  4.180  1.486  0.07
H  -1.581  3.096  0.567  0.12
H  -2.453  3.568  1.982  0.07
H  -2.858  4.876  -0.126  0.11
C  3.203  -0.441  1.995  -0.07
C  1.790  -0.357  1.449  -0.27
O  1.454  0.924  0.951  -0.16
C  2.227  1.390  -0.136  -0.28
C  2.114  0.523  -1.379  -0.08
H  3.390  0.365  2.708  0.08
H  3.364  -1.397  2.494  0.08
H  3.948  -0.355  1.201  0.05
H  1.084  -0.558  2.255  0.12
H  1.620  -1.126  0.686  0.10
H  3.276  1.510  0.160  0.10
H  1.850  2.388  -0.362  0.12
H  2.580  -0.453  -1.229  0.06
H  2.609  1.004  -2.224  0.07
H  1.066  0.355  -1.634  0.08
C  -7.362  -2.971  0.728  -0.08
C  -6.245  -2.441  -0.156  -0.29
O  -6.704  -1.714  -1.278  -0.16
C  -7.446  -0.541  -0.988  -0.28
C  -6.660  0.504  -0.217  -0.08
H  -8.097  -3.515  0.133  0.08
H  -6.958  -3.640  1.488  0.07
H  -7.885  -2.163  1.242  0.07
H  -5.681  -3.282  -0.562  0.11
H  -5.538  -1.841  0.427  0.11
H  -8.375  -0.795  -0.463  0.11
H  -7.738  -0.131  -1.955  0.12
H  -6.441  0.174  0.800  0.06
H  -7.226  1.433  -0.150  0.08
H  -5.708  0.707  -0.708  0.09
C  -0.552  -3.928  -1.210  -0.07
C  0.896  -3.649  -1.576  -0.28
O  1.829  -4.321  -0.748  -0.16
C  1.776  -5.733  -0.782  -0.29
C  2.073  -6.323  -2.151  -0.08
H  -0.717  -3.761  -0.145  0.08
H  -1.218  -3.277  -1.777  0.08
H  -0.831  -4.960  -1.429  0.06
H  1.094  -2.584  -1.444  0.10
H  1.086  -3.874  -2.631  0.11
H  0.811  -6.091  -0.405  0.11
H  2.533  -6.073  -0.074  0.12
H  1.281  -6.098  -2.868  0.07
H  2.163  -7.408  -2.084  0.07
H  3.003  -5.916  -2.549  0.08
C  6.935  1.673  -1.437  -0.08
C  6.947  0.787  -0.202  -0.28
O  6.278  -0.446  -0.382  -0.17
C  6.810  -1.306  -1.369  -0.28
C  8.234  -1.756  -1.083  -0.08
H  5.919  1.783  -1.820  0.08
H  7.330  2.660  -1.199  0.08
H  7.547  1.255  -2.239  0.07
H  6.416  1.294  0.605  0.12
H  7.971  0.622  0.151  0.11
H  6.740  -0.845  -2.361  0.11
H  6.156  -2.179  -1.383  0.12
H  8.943  -0.930  -1.165  0.06
H  8.537  -2.527  -1.792  0.07
H  8.312  -2.157  -0.072  0.08

Cartesian forces, eV/Å:
C 0.17 -0.37 0.26
C -0.09 0.34 -0.07
C -0.99 -0.86 0.68
F 0.96 0.67 -0.53
S 0.23 1.27 0.56
O 0.85 -0.50 0.79
O -0.81 -0.19 -0.78
N -0.19 -0.50 -1.87
S -0.51 1.18 1.70
O 0.07 0.41 -1.08
O 0.17 -0.93 0.36
N -0.30 0.58 1.01
C 0.93 -1.21 -1.65
O -0.48 0.12 0.73
H 0.18 -0.21 0.15
H -0.14 0.29 0.12
H 0.10 0.07 -0.28
H 0.26 -0.26 -0.17
H -0.05 -0.03 0.25
H -0.34 0.09 -0.20
C 0.22 0.06 -0.20
C 0.05 -0.07 0.10
O -0.17 0.07 0.08
C 0.01 0.09 -0.12
C 0.06 -0.24 0.07
H -0.09 -0.02 0.05
H -0.03 -0.01 0.00
H 0.02 -0.08 0.01
H -0.10 0.13 -0.05
H 0.07 -0.02 -0.01
H 0.03 -0.07 -0.04
H -0.08 0.00 0.12
H 0.06 0.03 -0.05
H 0.00 0.02 0.01
H -0.02 0.09 -0.01
C -0.10 0.16 0.04
C 0.05 -0.08 0.08
O -0.02 -0.10 -0.18
C -0.01 0.23 0.02
C 0.03 -0.15 0.13
H 0.04 -0.05 -0.02
H 0.02 -0.01 -0.01
H 0.03 -0.02 0.05
H 0.00 0.04 -0.10
H -0.05 0.01 0.05
H 0.01 0.00 0.04
H 0.04 -0.11 -0.07
H -0.02 0.07 0.02
H 0.00 0.01 -0.01
H -0.03 0.03 -0.05
C 0.01 -0.23 -0.03
C -0.16 0.12 0.00
O 0.15 0.11 0.09
C 0.04 -0.12 -0.02
C -0.12 0.09 -0.10
H 0.01 0.09 -0.01
H 0.01 0.03 0.01
H -0.04 0.02 -0.04
H 0.13 -0.03 0.06
H -0.05 -0.04 -0.01
H -0.02 -0.02 -0.06
H 0.02 0.11 0.04
H -0.01 -0.06 0.00
H 0.00 0.00 0.02
H 0.04 -0.03 0.05
C 0.08 -0.14 -0.14
C -0.01 0.16 -0.01
O -0.18 -0.05 0.13
C 0.06 -0.12 -0.07
C 0.08 0.18 0.03
H -0.03 0.04 0.06
H -0.01 0.01 0.02
H 0.03 0.04 0.01
H -0.06 -0.10 0.03
H 0.03 0.01 -0.05
H 0.06 0.01 -0.01
H -0.09 0.06 0.07
H 0.02 -0.03 -0.05
H -0.02 -0.01 -0.01
H -0.04 -0.05 -0.01

=====

3.
A structure of composition C20H46O3P4SSc at a distorted geometry. Source: the OMol25 dataset; level of theory: the ωB97M-V functional and the def2-TZVPD basis.

HOMO energy (alpha / beta), eV: -16.983 / -15.710
Gap between HOMO and LUMO (alpha / beta), eV: 7.122 / 4.526
Molar mass, g/mol: 535.50
Charge: +3

Each line ends with the Löwdin charge.
Atoms and positions in Å:
Sc  -0.160  0.023  -0.082  0.26
P  0.934  -2.542  0.108  0.75
P  1.938  0.723  1.960  0.85
P  -2.294  -1.088  -1.485  0.73
H  4.126  3.749  -0.214  0.07
C  3.229  3.627  -0.806  -0.07
C  2.158  4.423  -0.601  -0.06
H  2.222  5.227  0.156  0.08
C  2.236  -2.897  -1.138  -0.27
C  1.753  -3.234  1.593  -0.27
C  -0.212  -3.944  -0.229  -0.24
C  1.757  2.472  2.401  -0.17
C  1.968  -0.174  3.473  -0.18
C  3.504  0.546  1.136  -0.16
C  -3.171  0.341  -2.205  -0.24
C  -3.655  -2.021  -0.699  -0.24
C  -1.975  -2.073  -2.991  -0.28
H  3.185  2.914  -1.623  0.05
H  1.226  4.389  -1.188  0.04
H  2.579  -3.943  -1.130  0.08
H  3.109  -2.259  -0.957  0.04
H  1.876  -2.671  -2.148  0.02
H  2.033  -4.291  1.471  0.08
H  1.079  -3.169  2.453  0.02
H  2.672  -2.689  1.827  0.04
H  0.270  -4.927  -0.093  0.08
H  -0.608  -3.901  -1.251  0.03
H  -1.060  -3.895  0.465  0.05
H  2.450  2.623  3.239  0.09
H  0.703  2.623  2.690  0.08
H  1.946  3.091  1.509  0.03
H  2.849  0.253  3.971  0.10
H  2.127  -1.250  3.371  0.05
H  1.092  0.019  4.100  0.07
H  4.236  0.742  1.933  0.10
H  3.615  1.286  0.335  0.05
H  3.658  -0.459  0.717  0.06
H  -3.674  0.004  -3.121  0.07
H  -2.469  1.155  -2.416  0.03
H  -3.914  0.713  -1.492  0.06
H  -4.600  -1.799  -1.222  0.07
H  -3.724  -1.749  0.365  0.02
H  -3.439  -3.099  -0.738  0.05
H  -2.675  -1.760  -3.771  0.06
H  -2.045  -3.148  -2.789  0.05
H  -0.959  -1.868  -3.370  -0.03
C  0.696  1.263  -3.338  -0.57
C  1.482  1.162  -4.511  -0.08
C  1.434  2.133  -5.485  -0.02
C  0.718  3.322  -5.268  0.03
C  0.095  3.516  -4.012  -0.01
C  0.120  2.512  -3.046  -0.10
S  0.363  -0.271  -2.560  0.78
H  0.831  1.074  1.053  -0.02
H  2.033  0.235  -4.656  0.12
H  1.953  2.005  -6.452  0.14
H  0.690  4.093  -6.046  0.14
H  -0.380  4.481  -3.828  0.13
H  -0.338  2.679  -2.068  0.10
C  -1.024  -2.276  4.715  -0.09
O  -0.981  -2.228  3.266  -0.46
P  -1.437  -0.970  2.314  0.94
O  -2.663  -0.206  3.046  -0.42
C  -3.622  -0.729  4.000  -0.07
O  -1.348  1.388  0.217  -0.45
C  -2.296  2.312  0.723  -0.12
H  -0.273  -3.019  4.997  0.10
H  -2.009  -2.622  5.054  0.10
H  -0.772  -1.300  5.159  0.09
H  -3.913  -1.752  3.738  0.10
H  -3.224  -0.684  5.019  0.09
H  -4.483  -0.065  3.935  0.11
H  -3.148  2.461  0.041  0.09
H  -2.656  2.141  1.756  0.09
H  -1.744  3.257  0.725  0.09

Cartesian forces, eV/Å:
Sc -3.05 -1.58 -1.50
P 0.82 -1.93 -0.17
P -0.01 2.92 -0.42
P -0.49 -0.43 0.05
H 0.13 -0.06 -0.13
C -1.70 0.77 -0.14
C 0.75 0.09 0.29
H -0.17 -0.52 -0.44
C 0.21 0.32 -0.37
C 0.09 0.14 0.58
C -0.65 0.13 0.00
C 0.08 -0.41 0.41
C -0.51 -0.96 0.70
C 0.13 -0.49 -0.57
C 0.08 0.31 0.19
C 0.05 -0.14 0.32
C 0.57 -0.20 -0.24
H 0.31 -0.13 0.08
H 0.68 -0.10 0.23
H -0.30 0.29 0.25
H -0.07 -0.07 -0.06
H 0.05 -0.05 0.19
H -0.17 0.35 -0.25
H 0.09 -0.02 -0.13
H -0.02 -0.02 -0.06
H 0.10 0.54 -0.03
H 0.14 0.07 0.21
H 0.09 -0.02 -0.11
H -0.27 0.61 -0.23
H 0.45 0.01 0.21
H 0.23 -0.20 0.45
H -0.04 0.03 -0.06
H -0.11 0.19 -0.09
H 0.11 0.03 -0.20
H 0.01 -0.08 -0.26
H -0.08 -0.06 0.23
H 0.05 0.25 0.25
H 0.07 0.27 0.26
H -0.22 -0.15 -0.15
H 0.11 -0.06 -0.14
H 0.31 -0.22 0.28
H -0.21 0.04 -0.37
H -0.15 0.33 -0.07
H 0.01 -0.36 0.13
H -0.17 0.23 -0.14
H -0.72 -0.42 -0.03
C 0.28 -1.10 0.08
C -0.09 -0.48 -0.95
C 0.55 0.11 -0.65
C 0.02 -0.27 0.38
C 0.21 -0.10 0.29
C -0.72 1.09 0.08
S 1.57 2.41 -0.06
H 1.17 -0.65 1.15
H -0.10 0.20 -0.22
H -0.23 -0.03 0.76
H -0.09 -0.31 0.39
H 0.06 -0.40 0.15
H -0.12 -0.07 -0.34
C 0.17 -0.20 0.30
O -0.39 1.11 -0.97
P -0.61 -0.57 1.57
O 1.27 -0.34 -0.68
C -0.44 -0.04 0.15
O 0.28 -0.39 0.48
C 0.20 1.31 -0.08
H -0.16 0.19 0.04
H 0.35 0.17 -0.14
H -0.18 -0.31 -0.18
H 0.08 0.21 0.04
H 0.03 0.01 -0.31
H 0.05 -0.15 -0.03
H 0.30 -0.42 0.21
H 0.31 -0.47 -0.61
H -0.38 0.22 0.19